C13H33N7O10PS2 | ωB97M-V/def2-TZVPD

- Orbital gap: 7.5 eV
- Energy relative to the best compared isomer or geometry (same formula, charge and spin): 0.0 kcal per mole

ORCA input file:
```
! wB97M-V def2-TZVPD RIJCOSX def2/J DEFGRID3
* xyz -1 1
N 6.640 0.486 -0.663
P 5.079 0.602 -0.738
S 4.183 0.944 1.259
O 5.325 0.970 2.141
O 3.313 -0.201 1.462
N 3.397 2.348 1.446
S 2.786 3.037 0.163
O 2.424 2.144 -0.917
O 1.767 3.979 0.557
C 4.154 4.086 -0.383
O 3.895 4.682 -1.642
N 4.736 4.134 -2.625
O 4.399 4.446 -3.701
H 7.073 1.185 -1.254
H 4.437 -0.567 -1.159
H 4.709 1.610 -1.634
H 4.239 4.869 0.368
H 5.087 3.522 -0.374
C 1.096 -3.291 5.572
O 0.624 -3.434 6.688
N 1.020 -2.169 4.843
C 1.600 -2.058 3.513
C 0.333 -1.020 5.405
H 1.638 -4.102 5.055
H 2.344 -1.264 3.480
H 0.819 -1.831 2.784
H 2.078 -2.996 3.239
H 0.812 -0.711 6.335
H -0.705 -1.272 5.628
H 0.366 -0.200 4.692
C 3.249 -3.119 -1.739
O 4.372 -2.865 -1.337
N 2.208 -3.378 -0.935
C 0.872 -3.641 -1.439
C 2.437 -3.370 0.500
H 2.986 -3.124 -2.811
H 0.191 -2.894 -1.058
H 0.542 -4.635 -1.120
H 0.863 -3.595 -2.525
H 2.811 -2.395 0.818
H 3.182 -4.122 0.766
H 1.501 -3.588 1.009
C -2.230 -1.787 -1.134
O -1.450 -1.809 -2.070
N -2.971 -0.724 -0.788
C -3.893 -0.742 0.333
C -2.834 0.495 -1.570
H -2.386 -2.659 -0.473
H -4.905 -0.538 -0.019
H -3.606 0.020 1.059
H -3.878 -1.716 0.819
H -3.094 0.295 -2.611
H -1.802 0.845 -1.538
H -3.490 1.264 -1.169
C -6.563 1.309 -1.623
O -6.880 1.361 -0.450
N -6.529 2.360 -2.462
C -6.135 2.226 -3.849
C -6.898 3.668 -1.948
H -6.264 0.362 -2.107
H -5.257 2.841 -4.057
H -6.947 2.539 -4.508
H -5.891 1.187 -4.065
H -6.241 3.950 -1.125
H -7.921 3.650 -1.571
H -6.817 4.404 -2.744
*
```

C4H9NO2 | ωB97M-V/def2-TZVPD

- Orbital gap: 10.8 eV
- Energy relative to the best compared isomer or geometry (same formula, charge and spin): 85.3 kcal per mole

ORCA input file:
```
! wB97M-V def2-TZVPD RIJCOSX def2/J DEFGRID3
* xyz 0 1
N 2.640 -0.772 -1.043
O 1.382 -0.483 -1.641
C 0.315 -1.006 -1.000
O 0.317 -1.969 -0.275
H 2.909 0.067 -0.531
H 2.479 -1.527 -0.372
H -0.585 -0.600 -1.540
C 0.319 0.883 0.829
C -0.916 1.087 0.336
C -2.113 0.306 0.752
H 0.490 0.165 1.612
H 1.118 1.581 0.625
H -1.095 1.934 -0.318
H -2.711 0.036 -0.117
H -1.815 -0.607 1.263
H -2.733 0.904 1.419
*
```

C24H22BBrN3O4Ru | ωB97M-V/def2-TZVPD

- Orbital gap (spin up / spin down): 5.2 / 3.5 eV
- Energy relative to the best compared isomer or geometry (same formula, charge and spin): 21.9 kcal per mole

ORCA input file:
```
! wB97M-V def2-TZVPD RIJCOSX def2/J DEFGRID3
* xyz 1 5
Ru 12.924 11.707 8.344
O 8.829 13.316 8.288
C 8.404 12.971 9.550
C 7.211 13.546 10.038
C 6.662 13.080 11.222
C 7.460 12.252 12.024
C 8.673 11.774 11.665
C 9.197 12.148 10.418
C 10.478 11.492 9.890
O 10.939 12.072 8.652
N 11.521 11.556 10.884
N 12.741 11.346 10.370
C 13.803 11.656 11.217
C 15.048 12.030 10.740
Br 15.565 11.728 8.896
C 15.775 12.985 11.439
C 15.737 13.040 12.892
C 16.128 14.202 13.626
C 16.217 14.169 15.020
C 15.799 13.034 15.740
C 15.390 11.880 15.051
C 15.407 11.853 13.659
H 9.727 12.853 8.172
H 6.831 14.339 9.397
H 5.675 13.360 11.514
H 7.156 12.035 13.046
H 9.206 11.187 12.406
H 10.281 10.380 9.678
H 11.339 11.614 11.882
H 13.634 11.657 12.276
H 16.570 13.478 10.918
H 16.431 15.053 13.021
H 16.601 15.020 15.571
H 15.707 13.054 16.828
H 15.047 11.006 15.613
H 15.246 10.879 13.092
O 13.487 13.347 6.736
C 13.300 14.136 7.699
O 13.049 13.702 8.921
C 13.406 15.611 7.453
C 13.812 16.037 6.190
C 13.820 17.420 5.916
C 13.378 18.297 6.845
C 13.146 17.920 8.147
C 13.112 16.577 8.469
H 14.170 15.293 5.511
H 14.089 17.762 4.895
H 13.293 19.337 6.596
H 12.992 18.687 8.872
H 12.884 16.181 9.482
B 12.596 7.299 7.296
C 12.701 8.774 7.741
N 12.805 9.903 8.063
H 11.404 6.949 7.166
H 13.236 6.995 6.262
H 13.043 6.653 8.256
*
```

C3H8NO | ωB97M-V/def2-TZVPD

- Orbital gap: 6.5 eV
- Energy relative to the best compared isomer or geometry (same formula, charge and spin): 19.3 kcal per mole

ORCA input file:
```
! wB97M-V def2-TZVPD RIJCOSX def2/J DEFGRID3
* xyz -1 1
C -0.504 -0.594 -1.568
N 0.471 0.266 -0.986
C 0.109 0.880 0.271
C 0.322 0.005 1.557
O 1.577 -0.429 1.745
H -0.663 -0.553 -2.653
H -1.555 -0.540 -1.170
H -0.325 -1.666 -1.341
H 1.303 -0.272 -0.747
H -0.932 1.239 0.341
H 0.705 1.765 0.512
H -0.481 -0.790 1.646
H -0.027 0.688 2.393
*
```

C18H25N5NaO | ωB97M-V/def2-TZVPD

- Orbital gap: 6.9 eV

ORCA input file:
```
! wB97M-V def2-TZVPD RIJCOSX def2/J DEFGRID3
* xyz 1 1
C -1.545 0.543 3.772
C -0.120 0.506 3.213
O 0.347 1.508 2.695
N 0.606 -0.716 3.312
C -0.369 -1.782 2.903
C 1.678 -0.751 2.303
C 2.948 0.038 2.699
C 3.629 0.764 1.536
C 4.131 -0.175 0.417
C 3.022 -0.613 -0.511
N 2.870 -1.926 -0.681
N 1.862 -2.295 -1.457
C 1.135 -1.308 -1.963
C -0.060 -1.714 -2.801
C -1.302 -1.634 -1.846
C -2.497 -0.916 -2.499
C -2.393 0.615 -2.403
C -2.277 1.317 -1.220
C -2.198 2.686 -1.210
C -2.207 3.409 -2.382
C -2.336 2.717 -3.564
C -2.419 1.348 -3.576
N 1.309 0.004 -1.829
N 2.310 0.374 -1.059
H -1.682 -0.203 4.562
H -2.257 0.272 2.985
H -1.766 1.516 4.209
H -1.033 -2.069 3.718
H 0.147 -2.685 2.572
H -0.942 -1.420 2.033
H 1.291 -0.300 1.370
H 1.985 -1.769 2.046
H 2.647 0.802 3.425
H 3.642 -0.617 3.240
H 4.518 1.259 1.948
H 2.992 1.563 1.144
H 4.583 -1.046 0.906
H 4.947 0.297 -0.142
H -0.207 -1.035 -3.643
H 0.017 -2.760 -3.098
H -1.608 -2.618 -1.479
H -1.017 -1.045 -0.965
H -3.447 -1.216 -1.989
H -2.628 -1.226 -3.541
H -2.241 0.793 -0.261
H -2.124 3.239 -0.278
H -2.114 4.488 -2.369
H -2.368 3.242 -4.515
H -2.497 0.805 -4.515
Na -4.962 -0.267 -1.211
*
```

C6H8 | ωB97M-V/def2-TZVPD

- Orbital gap (spin up / spin down): 7.4 / 8.2 eV
- Energy relative to the best compared isomer or geometry (same formula, charge and spin): 92.2 kcal per mole

ORCA input file:
```
! wB97M-V def2-TZVPD RIJCOSX def2/J DEFGRID3
* xyz 0 3
C -2.192 0.244 0.467
C -1.450 -0.091 -0.731
C -0.046 0.421 -0.323
C 0.930 -0.433 -0.333
C -1.265 -0.886 0.478
C 2.221 -0.098 0.282
H -2.021 1.279 0.916
H -3.204 0.100 0.544
H -1.825 -0.383 -1.679
H 0.087 1.433 -0.027
H 1.041 -1.486 -0.614
H 2.215 0.947 0.821
H 2.821 -0.111 -0.563
H 2.688 -0.935 0.762
*
```

C7H8N2O2 | ωB97M-V/def2-TZVPD

- Orbital gap: 8.4 eV
- Energy relative to the best compared isomer or geometry (same formula, charge and spin): 123.9 kcal per mole

ORCA input file:
```
! wB97M-V def2-TZVPD RIJCOSX def2/J DEFGRID3
* xyz 0 1
C 2.043 -2.091 -0.227
C 0.920 -1.082 -0.379
C 0.630 -0.327 0.696
C -0.386 0.643 0.577
N -0.823 1.478 1.713
O -0.410 1.109 2.821
O -1.418 2.546 1.528
C -1.111 0.875 -0.643
C -0.769 0.036 -1.750
C 0.235 -0.970 -1.608
N 0.648 -1.673 -2.687
H 2.749 -2.047 0.694
H 1.738 -2.999 -0.206
H 2.714 -2.233 -1.079
H 1.191 -0.464 1.807
H -1.784 1.620 -0.723
H -1.244 0.087 -2.637
H 1.316 -2.662 -2.483
H -0.215 -1.686 -3.342
*
```

CH3F3P | ωB97M-V/def2-TZVPD

- Orbital gap: 13.9 eV
- Energy relative to the best compared isomer or geometry (same formula, charge and spin): 33.1 kcal per mole

ORCA input file:
```
! wB97M-V def2-TZVPD RIJCOSX def2/J DEFGRID3
* xyz 1 1
C 1.004 -0.324 -0.150
F -1.108 0.293 1.642
F -1.842 -0.704 -0.410
F -1.215 1.795 -0.442
P -0.720 0.118 0.235
H 1.730 0.531 -0.526
H 0.750 -0.849 -1.035
H 1.402 -0.860 0.687
*
```

C2H7N4O | ωB97M-V/def2-TZVPD

- Orbital gap: 10.1 eV
- Energy relative to the best compared isomer or geometry (same formula, charge and spin): 14.3 kcal per mole

ORCA input file:
```
! wB97M-V def2-TZVPD RIJCOSX def2/J DEFGRID3
* xyz 1 1
C -2.696 -0.202 -0.660
C -0.308 0.346 -0.540
N -1.603 0.214 -0.903
N -3.809 -0.535 -0.395
N 0.290 1.306 -1.289
N 2.409 -0.803 1.375
O 0.288 -0.354 0.291
H 1.509 -0.828 0.931
H -4.742 -0.652 -0.752
H -0.463 1.772 -1.812
H 1.015 1.903 -1.086
H 2.199 -0.581 2.408
H 3.038 -1.620 1.347
H 2.873 0.033 1.085
*
```

C2H2O2S2 | ωB97M-V/def2-TZVPD

- Orbital gap: 9.2 eV
- Energy relative to the best compared isomer or geometry (same formula, charge and spin): 55.1 kcal per mole

ORCA input file:
```
! wB97M-V def2-TZVPD RIJCOSX def2/J DEFGRID3
* xyz 0 1
C -0.626 -0.959 0.165
C -1.735 -0.366 -0.123
O 1.977 -0.850 0.245
O -2.644 0.313 -0.180
S 0.562 1.803 0.021
S 0.963 -0.197 -0.558
H -0.358 -1.986 0.109
H 1.862 2.243 0.319
*
```

C6H8BrN3O | ωB97M-V/def2-TZVPD

- Orbital gap: 8.5 eV
- Energy relative to the best compared isomer or geometry (same formula, charge and spin): 108.3 kcal per mole

ORCA input file:
```
! wB97M-V def2-TZVPD RIJCOSX def2/J DEFGRID3
* xyz 0 1
C -0.221 0.449 0.489
C -2.170 0.384 0.962
C 0.355 -1.511 -0.956
C 0.193 -2.135 0.514
C 0.720 -0.685 0.373
C 0.673 2.118 -0.920
N -2.517 1.542 0.546
N -1.552 2.223 -0.047
N -0.380 1.576 -0.075
O 2.060 -0.409 0.560
Br -3.137 -0.989 1.759
H 1.089 -1.943 -1.552
H -0.556 -1.181 -1.537
H -0.669 -2.385 1.118
H 0.993 -2.861 0.640
H 0.657 1.461 -1.781
H 0.515 3.193 -1.219
H 1.578 1.853 -0.276
H 2.368 -0.701 1.404
*
```

BF4H22O11 | ωB97M-V/def2-TZVPD

- Orbital gap: 7.9 eV
- Energy relative to the best compared isomer or geometry (same formula, charge and spin): 55.1 kcal per mole

ORCA input file:
```
! wB97M-V def2-TZVPD RIJCOSX def2/J DEFGRID3
* xyz -1 1
B 1.237 -0.304 0.043
F 1.195 -1.651 -0.275
F 1.921 0.375 -0.919
F -0.053 0.171 0.126
F 1.800 0.007 1.271
O -2.624 1.090 0.179
H -2.061 0.416 0.448
H -3.271 0.800 -0.421
O 0.285 2.825 0.318
H 0.413 2.879 -0.616
H 0.062 1.887 0.380
O -0.887 -0.510 -2.704
H -1.666 -0.642 -2.142
H -0.233 -1.139 -2.427
O 0.305 2.109 -2.409
H 0.174 1.201 -2.160
H 1.103 2.025 -2.858
O 1.614 -1.810 -2.988
H 1.229 -2.574 -3.329
H 1.859 -1.977 -2.073
O -1.690 1.180 2.823
H -2.635 1.127 3.004
H -1.506 0.383 2.419
O 1.407 2.235 2.870
H 1.742 1.414 2.527
H 1.228 2.011 3.774
O -2.237 -1.630 0.789
H -1.953 -2.532 0.657
H -3.087 -1.813 0.424
O 3.151 2.608 -0.954
H 2.669 1.818 -0.765
H 3.306 2.451 -1.879
O -0.259 -1.193 2.900
H -0.924 -1.597 2.348
H 0.399 -0.708 2.365
O -0.798 -3.615 -0.610
H -1.172 -4.128 0.098
H -0.041 -3.189 -0.234
*
```